Molecular formula: C22H20FeN3O2PS2
Method: DFT, ωB97M-V/def2-TZVPD

Geometry as XYZ:
```
51
Properties=species:S:1:pos:R:3
Fe 0.320 -0.363 0.749
C 3.745 -2.822 -2.516
S 4.392 -2.411 -0.881
C 3.041 -1.692 -0.074
S 1.490 -1.534 -0.864
N 3.285 -1.311 1.135
N 2.203 -0.757 1.739
C 2.300 -0.444 2.966
C 1.099 0.072 3.611
C 1.128 0.639 4.865
C -0.053 1.134 5.403
C -1.216 1.036 4.666
C -1.161 0.441 3.417
N -0.034 -0.044 2.895
H 4.564 -3.327 -3.024
H 3.475 -1.922 -3.062
H 2.896 -3.495 -2.437
H 3.226 -0.586 3.513
H 2.064 0.700 5.404
H -0.060 1.588 6.385
H -2.154 1.423 5.037
H -2.061 0.337 2.830
O -1.187 2.669 1.791
C -1.254 2.026 0.776
O -0.246 1.308 0.293
C -2.550 1.962 -0.022
P -2.656 0.984 -1.580
C -1.177 1.583 -2.481
C -0.118 0.790 -2.908
C 0.974 1.360 -3.550
C 1.022 2.727 -3.772
C -0.044 3.521 -3.377
C -1.142 2.951 -2.750
C -2.173 -0.700 -1.054
C -1.915 -1.115 0.269
C -1.534 -2.434 0.562
C -1.410 -3.362 -0.458
C -1.719 -2.982 -1.754
C -2.106 -1.676 -2.045
H -2.813 2.988 -0.283
H -3.332 1.628 0.663
H -0.124 -0.279 -2.741
H 1.790 0.728 -3.879
H 1.882 3.172 -4.256
H -0.026 4.589 -3.557
H -1.983 3.580 -2.477
H -2.136 -0.449 1.098
H -1.383 -2.735 1.593
H -1.092 -4.373 -0.242
H -1.669 -3.712 -2.552
H -2.369 -1.409 -3.062
```

## Properties
DFT total energy ... -97044.4992 eV
Multiplicity ... 6
Total charge ... +1
Orbital gap (spin up / spin down) ... 6.9 / 5.9 eV



Molecular formula: C22H20N4O2
Method: DFT, ωB97M-V/def2-TZVPD

Geometry as XYZ:
```
48
Properties=species:S:1:pos:R:3
C 6.739 -0.590 -0.168
C 5.462 0.192 -0.207
C 5.493 1.583 -0.164
C 4.324 2.320 -0.225
C 3.104 1.677 -0.321
C 3.051 0.287 -0.337
C 1.706 -0.352 -0.446
O 0.803 0.158 -1.076
N 1.603 -1.525 0.250
C 0.493 -2.358 0.411
C 0.629 -3.469 1.243
C -0.435 -4.330 1.436
C -1.647 -4.088 0.817
C -1.796 -2.968 0.003
C -3.118 -2.757 -0.640
O -3.826 -3.663 -1.031
N -3.549 -1.461 -0.768
N -2.900 -0.404 -0.278
C -3.364 0.768 -0.442
C -2.646 1.924 0.060
C -1.412 1.798 0.701
C -0.778 2.951 1.125
C -1.390 4.174 0.908
C -2.629 4.204 0.268
C -3.337 5.498 0.013
N -3.234 3.103 -0.143
C -0.723 -2.114 -0.218
C 4.233 -0.446 -0.289
H 7.286 -0.376 0.749
H 7.377 -0.312 -1.006
H 6.548 -1.658 -0.218
H 6.446 2.087 -0.094
H 4.365 3.398 -0.203
H 2.180 2.232 -0.386
H 2.420 -1.811 0.772
H 1.575 -3.659 1.734
H -0.315 -5.193 2.074
H -2.486 -4.751 0.956
H -4.451 -1.336 -1.240
H -4.300 0.971 -0.972
H -0.983 0.820 0.834
H 0.182 2.899 1.620
H -0.923 5.095 1.224
H -2.728 6.144 -0.617
H -3.524 6.019 0.951
H -4.283 5.303 -0.484
H -0.818 -1.265 -0.872
H 4.209 -1.526 -0.354
```

## Properties
DFT total energy ... -33194.5955 eV
Energy relative to the best compared isomer or geometry (same formula, charge and spin) ... 0.000 eV
Orbital gap ... 8.7 eV
SMILES ... Cc1cccc(C(=O)Nc2cccc(C(=O)N/N=C/c3cccc(C)n3)c2)c1



Molecular formula: C22H20N4O3
Method: DFT, ωB97M-V/def2-TZVPD

Geometry as XYZ:
```
49
Properties=species:S:1:pos:R:3
C 4.743 -0.699 3.817
O 3.715 -1.148 2.967
C 2.492 -0.561 3.054
C 2.166 0.480 3.918
C 0.882 1.002 3.913
C -0.085 0.509 3.063
C 0.236 -0.533 2.191
C -0.757 -1.059 1.274
C -2.130 -0.983 1.256
C -2.492 -1.693 0.089
C -3.866 -1.993 -0.403
O -4.688 -2.563 0.283
N -4.125 -1.601 -1.673
C -3.295 -0.827 -2.485
C -3.084 -0.954 -3.869
N -2.216 -0.053 -4.288
N -1.866 0.653 -3.225
C -0.884 1.704 -3.302
C 0.066 1.637 -2.132
C 0.099 2.688 -1.225
C 0.939 2.658 -0.127
C 1.763 1.564 0.069
C 1.733 0.513 -0.829
C 0.888 0.524 -1.932
C 0.859 -0.658 -2.850
C -2.497 0.238 -2.111
N -1.423 -2.149 -0.519
O -0.353 -1.770 0.208
C 1.519 -1.063 2.193
H 4.985 0.353 3.636
H 5.610 -1.313 3.577
H 4.483 -0.838 4.871
H 2.897 0.891 4.596
H 0.641 1.810 4.588
H -1.078 0.930 3.061
H -2.789 -0.516 1.956
H -5.001 -1.918 -2.068
H -3.523 -1.653 -4.552
H -1.388 2.678 -3.315
H -0.361 1.578 -4.255
H -0.544 3.543 -1.382
H 0.949 3.481 0.571
H 2.424 1.528 0.921
H 2.375 -0.341 -0.670
H 0.030 -1.314 -2.583
H 1.778 -1.231 -2.755
H 0.731 -0.365 -3.889
H -2.334 0.707 -1.162
H 1.777 -1.873 1.530
```

## Properties
DFT total energy ... -35240.1904 eV
Energy relative to the best compared isomer or geometry (same formula, charge and spin) ... 2.649 eV
Orbital gap ... 8.8 eV
SMILES ... COc1cccc(-c2cc(C(=O)Nc3cnn(Cc4ccccc4C)c3)no2)c1



Molecular formula: C22H20N7O3PdS
Method: DFT, ωB97M-V/def2-TZVPD

Geometry as XYZ:
```
54
Properties=species:S:1:pos:R:3
Pd -0.611 1.250 0.940
N 0.552 2.323 3.555
C -0.719 2.884 3.355
C -1.295 3.678 4.343
C -2.521 4.258 4.103
C -3.143 4.054 2.869
C -2.532 3.241 1.957
N -1.351 2.637 2.206
C 1.545 2.366 2.570
C 2.845 2.746 2.899
C 3.792 2.835 1.901
C 3.425 2.558 0.583
C 2.140 2.161 0.332
N 1.220 2.036 1.314
H 0.910 2.473 4.488
H -0.765 3.850 5.270
H -2.981 4.886 4.853
H -4.086 4.521 2.628
H -2.975 3.047 0.983
H 3.085 2.999 3.923
H 4.801 3.145 2.138
H 4.127 2.653 -0.233
H 1.807 1.930 -0.674
O 3.559 -4.960 -7.218
S 2.445 -5.494 -6.553
O 1.823 -6.729 -6.748
O 1.309 -4.340 -6.235
C 1.658 -4.051 -4.946
N 2.652 -4.924 -4.699
C 3.298 -4.906 -3.525
C 2.847 -3.986 -2.604
C 1.795 -3.121 -2.949
N 1.198 -3.145 -4.168
C 1.256 -2.096 -2.012
C 1.571 -2.085 -0.658
C 1.028 -1.105 0.153
N 0.203 -0.162 -0.321
C -0.111 -0.170 -1.623
C 0.394 -1.115 -2.496
H 4.109 -5.601 -3.349
H 3.333 -3.943 -1.643
H 2.214 -2.824 -0.202
H 1.250 -1.073 1.211
H -0.785 0.601 -1.968
H 0.112 -1.083 -3.538
C -5.714 -0.106 1.743
C -4.866 -0.572 0.552
C -3.515 -0.023 0.600
N -2.455 0.406 0.666
H -6.701 -0.556 1.662
H -5.833 0.975 1.742
H -5.273 -0.419 2.687
H -5.305 -0.264 -0.399
H -4.768 -1.659 0.531
```

## Properties
DFT total energy ... -54001.4666 eV
Energy relative to the best compared isomer or geometry (same formula, charge and spin) ... 0.000 eV
Total charge ... +3
Orbital gap ... 6.7 eV



Repeat the third record exactly.
Molecular formula: C22H20N4O3
Method: DFT, ωB97M-V/def2-TZVPD

Geometry as XYZ:
```
49
Properties=species:S:1:pos:R:3
C 4.743 -0.699 3.817
O 3.715 -1.148 2.967
C 2.492 -0.561 3.054
C 2.166 0.480 3.918
C 0.882 1.002 3.913
C -0.085 0.509 3.063
C 0.236 -0.533 2.191
C -0.757 -1.059 1.274
C -2.130 -0.983 1.256
C -2.492 -1.693 0.089
C -3.866 -1.993 -0.403
O -4.688 -2.563 0.283
N -4.125 -1.601 -1.673
C -3.295 -0.827 -2.485
C -3.084 -0.954 -3.869
N -2.216 -0.053 -4.288
N -1.866 0.653 -3.225
C -0.884 1.704 -3.302
C 0.066 1.637 -2.132
C 0.099 2.688 -1.225
C 0.939 2.658 -0.127
C 1.763 1.564 0.069
C 1.733 0.513 -0.829
C 0.888 0.524 -1.932
C 0.859 -0.658 -2.850
C -2.497 0.238 -2.111
N -1.423 -2.149 -0.519
O -0.353 -1.770 0.208
C 1.519 -1.063 2.193
H 4.985 0.353 3.636
H 5.610 -1.313 3.577
H 4.483 -0.838 4.871
H 2.897 0.891 4.596
H 0.641 1.810 4.588
H -1.078 0.930 3.061
H -2.789 -0.516 1.956
H -5.001 -1.918 -2.068
H -3.523 -1.653 -4.552
H -1.388 2.678 -3.315
H -0.361 1.578 -4.255
H -0.544 3.543 -1.382
H 0.949 3.481 0.571
H 2.424 1.528 0.921
H 2.375 -0.341 -0.670
H 0.030 -1.314 -2.583
H 1.778 -1.231 -2.755
H 0.731 -0.365 -3.889
H -2.334 0.707 -1.162
H 1.777 -1.873 1.530
```

## Properties
DFT total energy ... -35240.1904 eV
Energy relative to the best compared isomer or geometry (same formula, charge and spin) ... 2.649 eV
Orbital gap ... 8.8 eV
SMILES ... COc1cccc(-c2cc(C(=O)Nc3cnn(Cc4ccccc4C)c3)no2)c1